(1)
6 unconnected molecules or ions with the total composition C21H46N7O6. Source: OMol25; level of theory: ωB97M-V/def2-TZVPD.

Each line ends with the Mulliken charge.
Element x y z (Å)
C -1.09 1.54 -0.91  -0.8741
C -1.14 2.91 -0.17  -0.4668
O -2.42 3.25 0.39  -0.2475
C -3.31 3.75 -0.57  -0.6360
C -4.28 2.62 -0.93  0.5120
C -4.76 2.18 -2.10  -0.7712
N -5.56 1.10 -1.75  -0.0192
C -5.57 0.92 -0.46  -0.1709
N -4.79 1.85 0.08  0.0769
H -0.69 1.72 -1.92  0.2957
H -2.05 1.03 -0.99  0.2345
H -0.42 0.85 -0.40  0.2934
H -0.46 2.83 0.69  0.2823
H -0.79 3.69 -0.85  0.4243
H -2.83 4.15 -1.47  0.3559
H -3.93 4.55 -0.16  0.3357
H -4.53 2.58 -3.07  0.4291
H -6.05 0.54 -2.44  0.2117
H -6.09 0.16 0.11  0.4343
H -4.56 1.97 1.06  0.2539
C -0.02 -1.84 -2.25  0.0311
O 0.51 -1.11 -1.42  -0.6030
N 0.36 -1.94 -3.53  0.1868
C -0.30 -2.84 -4.46  -0.7107
C 1.46 -1.12 -3.99  -0.9108
H -0.86 -2.50 -1.99  0.4232
H 0.43 -3.55 -4.85  0.3860
H -0.72 -2.26 -5.29  0.3778
H -1.09 -3.38 -3.97  -0.0298
H 2.36 -1.35 -3.42  0.2436
H 1.22 -0.06 -3.85  0.2511
H 1.65 -1.31 -5.05  0.4018
C 0.73 5.13 3.56  0.1301
O 1.73 5.26 4.23  -0.5927
N -0.35 4.40 3.92  0.1815
C -1.52 4.28 3.06  -1.0169
C -0.33 3.71 5.20  -0.9592
H 0.61 5.61 2.57  0.3164
H -2.39 4.66 3.59  0.3487
H -1.67 3.23 2.81  0.3975
H -1.38 4.85 2.14  0.2469
H -0.21 4.43 6.00  0.3174
H 0.50 3.01 5.23  0.2748
H -1.27 3.16 5.34  0.3945
C -2.24 -5.63 -2.84  0.1385
O -1.36 -5.43 -3.66  -0.6268
N -3.52 -5.91 -3.13  0.1000
C -4.52 -6.15 -2.11  -0.9213
C -3.92 -5.98 -4.53  -0.9345
H -2.04 -5.61 -1.75  0.3388
H -4.93 -7.15 -2.22  0.3422
H -5.32 -5.42 -2.20  0.3347
H -4.07 -6.07 -1.12  0.2972
H -3.33 -6.75 -5.04  0.3079
H -3.72 -5.03 -5.02  0.2730
H -4.97 -6.22 -4.61  0.3852
C 6.06 4.37 2.76  0.1189
O 7.22 4.48 2.44  -0.5923
N 5.53 3.30 3.39  0.1468
C 4.12 3.23 3.73  -0.7688
C 6.40 2.19 3.74  -0.9775
H 5.31 5.15 2.54  0.2628
H 4.01 3.12 4.81  0.3373
H 3.67 2.36 3.24  0.3291
H 3.60 4.12 3.41  0.1352
H 7.20 2.54 4.39  0.3002
H 6.86 1.79 2.83  0.2983
H 5.83 1.41 4.24  0.3850
C 3.48 -2.79 2.15  0.1333
O 4.22 -3.06 3.08  -0.5983
N 3.63 -3.23 0.89  0.1726
C 2.71 -2.86 -0.17  -0.9449
C 4.76 -4.09 0.57  -0.9581
H 2.60 -2.14 2.28  0.2613
H 2.26 -3.76 -0.59  0.3307
H 3.25 -2.33 -0.96  0.3734
H 1.93 -2.21 0.22  0.2067
H 4.71 -5.00 1.18  0.3033
H 5.69 -3.57 0.81  0.3053
H 4.75 -4.35 -0.48  0.3645

Computed properties:
total charge = +1
highest occupied orbital energy = -10.01 eV
gap between HOMO and LUMO = 6.77 eV
electronic energy = -1662.24143 Ha
lowest unoccupied orbital energy = -0.11931 Eh
relative energy (zero: lowest compared OMol25 entry of this formula, charge and spin) = 0.00 kJ/mol

=====

(2)
A single C26H28N4O2 molecule. Source: OMol25; level of theory: ωB97M-V/def2-TZVPD.

Each line ends with the natural charge from an NBO analysis.
Element x y z (Å)
O 2.54 -1.04 3.38  -0.6225
C 2.54 -0.35 2.38  0.6888
N 1.51 -0.21 1.52  -0.6494
C 0.26 -0.84 1.54  0.1531
C -0.19 -1.56 2.63  -0.2347
C -1.44 -2.17 2.59  0.1608
C -2.24 -2.04 1.46  -0.2399
C -1.78 -1.32 0.37  -0.1850
C -0.54 -0.73 0.40  -0.2608
H -0.18 -0.17 -0.46  0.2137
H -2.40 -1.23 -0.51  0.2142
H -3.21 -2.51 1.46  0.2451
N -1.92 -2.90 3.68  -0.1758
C -1.25 -3.28 4.80  -0.0336
C -2.14 -4.00 5.57  -0.3371
C -3.33 -3.99 4.82  -0.0403
N -3.18 -3.34 3.69  -0.2644
H -4.27 -4.44 5.07  0.2081
H -1.96 -4.45 6.52  0.2282
H -0.22 -3.05 4.97  0.2267
H 0.44 -1.63 3.50  0.2478
H 1.69 0.43 0.74  0.4444
C 3.80 0.42 1.97  -0.3082
C 3.53 1.79 1.35  -0.2222
N 2.87 1.67 0.06  -0.4636
C 3.72 0.95 -0.88  -0.2274
C 4.00 -0.47 -0.39  -0.4148
C 4.64 -0.43 1.00  -0.3921
H 5.63 0.01 0.92  0.2036
H 4.75 -1.44 1.39  0.2271
H 3.07 -1.03 -0.36  0.2120
H 4.67 -0.96 -1.09  0.2187
H 4.68 1.48 -1.03  0.1652
H 3.21 0.91 -1.85  0.2159
C 2.44 2.96 -0.47  -0.2240
C 1.38 2.76 -1.52  -0.0444
C 1.66 2.89 -2.87  -0.2042
C 0.67 2.67 -3.82  -0.1717
C -0.61 2.31 -3.42  -0.1282
C -0.90 2.19 -2.06  -0.1808
C 0.09 2.41 -1.13  -0.1586
H -0.14 2.33 -0.08  0.2122
H -1.90 1.92 -1.75  0.2218
C -1.62 2.08 -4.39  -0.0355
C -2.46 1.91 -5.24  0.0263
C -3.51 1.63 -6.19  -0.5095
H -3.88 2.57 -6.61  0.2367
H -3.11 1.02 -7.00  0.2383
C -4.67 0.88 -5.51  -0.0401
O -4.29 -0.39 -5.05  -0.7123
H -3.52 -0.29 -4.47  0.4706
H -5.47 0.70 -6.23  0.1837
H -5.07 1.49 -4.69  0.1608
H 0.90 2.77 -4.87  0.2224
H 2.65 3.17 -3.19  0.2137
H 3.29 3.52 -0.89  0.1804
H 2.02 3.54 0.35  0.2113
H 4.48 2.33 1.26  0.1798
H 2.87 2.36 2.02  0.2099
H 4.38 0.56 2.89  0.2403

Computed properties:
total charge = 0
highest occupied orbital energy = -8.15 eV
gap between HOMO and LUMO = 8.67 eV
electronic energy = -1377.03101 Ha
structure (SMILES) = O=C(Nc1cccc(-n2cccn2)c1)[C@H]1CCCN(Cc2ccc(C#CCCO)cc2)C1
lowest unoccupied orbital energy = 0.01912 Eh
relative energy (zero: lowest compared OMol25 entry of this formula, charge and spin) = 283.82 kJ/mol

=====

(3)
11 unconnected molecules or ions with the total composition C44H121N11O11. Source: OMol25; level of theory: ωB97M-V/def2-TZVPD.

Each line ends with the Mulliken charge.
Element x y z (Å)
C 6.93 -1.04 2.33  -1.1524
C 7.05 -2.51 1.87  0.3477
C 5.70 -3.18 1.90  -0.0393
O 5.32 -3.15 3.30  -0.4081
C 4.25 -3.94 3.69  -0.4581
N 7.70 -2.77 0.58  -0.6461
H 6.59 -0.98 3.35  0.4221
H 6.17 -0.48 1.74  -0.0300
H 7.86 -0.55 2.12  0.4134
H 7.65 -3.00 2.76  0.2815
H 5.71 -4.22 1.61  0.5768
H 4.92 -2.71 1.31  -0.4598
H 4.46 -4.98 3.48  0.3741
H 3.31 -3.54 3.22  -0.0331
H 4.18 -3.89 4.76  0.3029
H 7.40 -2.14 -0.16  0.2017
H 8.71 -2.76 0.69  0.2730
C -1.07 4.42 0.13  -1.4906
C -1.19 2.91 0.49  1.7646
C -1.21 2.77 2.02  -0.2267
O 0.06 3.03 2.56  0.1527
C 0.00 3.26 3.89  -0.7687
N -2.34 2.37 -0.20  1.0467
H -0.15 4.88 0.52  0.2442
H -1.82 5.07 0.57  -0.0316
H -1.04 4.56 -0.95  0.3354
H -0.31 2.41 0.10  -0.6281
H -1.64 1.79 2.34  0.1928
H -1.98 3.47 2.42  -0.5710
H -0.24 2.33 4.46  0.2935
H -0.78 3.99 4.14  0.0943
H 0.85 3.72 4.36  0.2996
H -2.87 1.68 0.32  -0.3755
H -2.96 3.11 -0.44  -0.3113
C -5.93 6.82 2.54  -1.3453
C -4.38 6.57 2.82  0.2063
C -4.22 5.24 3.55  -0.2767
O -4.82 4.18 2.74  -0.1363
C -4.68 2.86 3.24  -0.8505
N -3.60 6.60 1.58  -0.5612
H -6.35 5.89 2.26  0.2933
H -6.03 7.57 1.73  0.3573
H -6.50 7.29 3.32  0.3686
H -4.07 7.34 3.47  0.5151
H -4.64 5.26 4.65  0.3709
H -3.14 5.06 3.75  -0.1446
H -5.11 2.20 2.51  0.1731
H -5.30 2.81 4.13  0.3840
H -3.65 2.66 3.39  0.3692
H -3.75 5.67 1.10  -0.0136
H -4.04 7.27 0.97  0.2800
C -3.27 -0.69 -4.90  -1.6603
C -2.04 -1.50 -4.59  2.0825
C -2.48 -2.89 -4.44  -1.2981
O -1.39 -3.78 -4.26  -0.4857
C -1.41 -4.36 -2.98  -0.2298
N -0.98 -1.43 -5.66  -0.8754
H -4.02 -0.76 -4.15  0.4205
H -3.78 -0.96 -5.87  0.3653
H -3.12 0.41 -4.90  0.2366
H -1.57 -1.14 -3.61  -0.5739
H -3.04 -3.24 -5.31  0.4453
H -3.13 -3.01 -3.61  0.5015
H -1.46 -3.59 -2.26  -0.1444
H -0.52 -4.93 -2.86  0.3157
H -2.18 -5.12 -2.98  0.3894
H -0.47 -2.27 -5.43  0.3681
H -0.32 -0.74 -5.39  0.2513
C -5.84 4.32 -2.51  -1.5521
C -6.07 3.51 -1.23  0.1693
C -5.34 2.20 -1.51  -0.2479
O -5.10 1.48 -0.31  -0.2510
C -4.65 0.08 -0.53  -0.6264
N -5.37 4.22 -0.11  -0.2083
H -6.33 3.83 -3.40  0.3762
H -4.84 4.54 -2.71  0.3848
H -6.27 5.32 -2.37  0.4233
H -7.15 3.33 -1.02  0.3946
H -4.34 2.44 -1.97  -0.2544
H -5.97 1.54 -2.13  0.5759
H -5.52 -0.55 -0.76  0.4594
H -4.12 -0.32 0.39  -0.0038
H -3.77 0.02 -1.21  0.1863
H -5.75 5.14 0.00  0.2825
H -5.54 3.78 0.78  -0.1143
C 4.30 5.03 -1.10  -1.7186
C 3.87 3.64 -0.60  0.8001
C 3.58 3.59 0.91  -0.6251
O 3.54 2.18 1.26  0.0967
C 3.34 1.92 2.63  -0.2944
N 2.84 3.06 -1.39  0.0472
H 5.19 5.35 -0.55  0.4057
H 3.53 5.71 -0.85  0.3906
H 4.36 5.11 -2.19  0.3820
H 4.67 2.94 -0.87  -0.0669
H 2.57 4.01 1.14  0.0987
H 4.34 4.08 1.53  0.4904
H 4.01 2.53 3.26  0.3718
H 3.53 0.87 2.81  0.1417
H 2.28 2.09 2.87  -0.2616
H 1.91 3.46 -1.51  0.0655
H 2.58 2.14 -1.00  -0.2587
C 0.45 -0.22 1.44  -0.0803
C 0.47 -0.90 0.09  1.9056
C 1.20 -2.18 0.25  -1.0589
O 1.12 -2.92 -0.91  0.1303
C 1.97 -4.12 -0.89  -0.0970
N -0.88 -1.18 -0.36  0.1624
H -0.34 -0.66 2.05  -0.5246
H 0.22 0.87 1.44  -0.4635
H 1.40 -0.29 1.95  0.4146
H 1.03 -0.33 -0.62  -0.3603
H 0.68 -2.72 1.05  0.0893
H 2.24 -1.89 0.53  0.1885
H 2.95 -3.84 -0.62  0.0683
H 2.10 -4.42 -1.96  0.0646
H 1.49 -4.87 -0.33  -0.2210
H -1.32 -0.41 -0.83  -0.1484
H -0.96 -2.01 -0.94  -0.4439
C -1.03 4.02 -3.75  -1.6132
C -0.49 2.73 -4.09  1.6978
C 0.69 2.72 -5.00  -0.7346
O 0.21 3.02 -6.31  -0.3530
C 0.88 2.53 -7.38  -0.8710
N -0.12 2.10 -2.78  0.5884
H -1.89 3.95 -3.10  0.0824
H -1.40 4.64 -4.52  0.5885
H -0.25 4.58 -3.16  0.2269
H -1.32 2.10 -4.49  -0.4579
H 1.13 1.77 -4.94  0.3765
H 1.51 3.40 -4.71  0.2908
H 0.67 3.17 -8.28  0.2490
H 0.68 1.50 -7.52  0.3063
H 1.94 2.65 -7.31  0.3530
H 0.13 1.11 -2.88  -0.1415
H -0.90 2.12 -2.12  -0.4861
C -3.25 -1.60 3.95  -0.8544
C -2.36 -1.47 5.16  0.1920
C -1.55 -2.75 5.39  -0.9793
O -0.69 -3.05 4.32  0.1950
C 0.38 -3.93 4.65  -0.7258
N -1.47 -0.26 4.96  -0.4364
H -2.68 -1.90 3.07  -0.1574
H -3.88 -0.69 3.82  0.1832
H -3.94 -2.43 4.15  0.5090
H -3.02 -1.28 6.02  0.3594
H -2.28 -3.60 5.53  0.3424
H -1.04 -2.64 6.40  0.3988
H 0.01 -4.88 5.01  0.3909
H 0.95 -3.46 5.48  0.4790
H 1.04 -3.92 3.79  -0.1863
H -0.85 -0.21 5.81  0.3088
H -0.79 -0.57 4.33  0.0058
C 0.61 -7.64 0.20  -1.5316
C 0.75 -7.04 1.57  0.5964
C -0.61 -6.38 1.85  -0.2001
O -0.91 -5.43 0.80  -0.0549
C -1.91 -4.49 1.16  -0.2183
N 1.01 -8.12 2.52  -0.6564
H 1.55 -8.10 -0.02  0.4507
H 0.41 -6.91 -0.56  0.1849
H -0.14 -8.39 0.13  0.4879
H 1.53 -6.23 1.60  0.0504
H -0.71 -5.93 2.88  0.0150
H -1.37 -7.25 1.92  0.1483
H -1.81 -3.68 0.44  -0.0926
H -1.81 -3.98 2.11  0.0617
H -2.97 -4.84 1.06  0.2900
H 0.44 -8.89 2.10  0.3380
H 0.73 -7.96 3.48  0.2727
C 4.03 -0.11 -3.44  -1.9006
C 4.39 -0.96 -2.24  2.0988
C 4.87 -2.28 -2.70  -1.1447
O 3.88 -2.93 -3.43  -0.1996
C 4.43 -4.16 -3.92  -0.9261
N 5.39 -0.44 -1.31  -0.2815
H 4.87 -0.11 -4.05  0.4859
H 3.72 0.87 -3.16  0.4153
H 3.20 -0.48 -4.00  0.4240
H 3.50 -1.30 -1.67  -1.3011
H 5.09 -2.92 -1.83  0.3396
H 5.75 -2.12 -3.30  0.6256
H 5.27 -3.90 -4.54  0.3700
H 3.62 -4.73 -4.35  0.2424
H 4.80 -4.75 -3.07  0.3604
H 6.14 0.00 -1.89  0.3536
H 5.07 0.37 -0.79  -0.0003

Computed properties:
total charge = 0
highest occupied orbital energy = -8.71 eV
gap between HOMO and LUMO = 9.29 eV
electronic energy = -3178.65294 Ha
structure (SMILES) = COC[C@H](C)N.COC[C@H](C)N.COC[C@H](C)N.COC[C@H](C)N.COC[C@H](C)N.COC[C@H](C)N.COC[C@H](C)N.COC[C@H](C)N.COC[C@H](C)N.COC[C@H](C)N.COC[C@H](C)N
lowest unoccupied orbital energy = 0.02149 Eh
relative energy (zero: lowest compared OMol25 entry of this formula, charge and spin) = 355.28 kJ/mol